The following is a quantum chemistry calculation of a single C12H11NO molecule, from OMol25.

Positions of all 25 atoms, in Å:
C  2.76809  2.09344  -0.05131
C  3.75410  1.04941  -0.06734
C  1.46368  1.73449  0.06028
C  3.31914  -0.30041  -0.05580
C  1.00923  0.44476  0.10212
C  1.91426  -0.58741  -0.02265
C  -1.45449  0.88878  0.42009
C  -0.38645  0.04314  0.12942
C  -0.79743  -1.22448  0.56272
C  -2.87675  0.62591  0.06580
C  -2.05138  -1.77909  0.11461
C  -3.02285  -0.77235  -0.53662
N  1.46113  -1.88502  -0.22380
O  2.05879  -2.87632  0.23701
H  2.90430  3.18759  -0.00465
H  4.71112  1.40581  -0.18416
H  0.65670  2.59582  0.04639
H  3.86916  -1.21262  -0.06006
H  -1.37005  1.74739  0.91454
H  -3.71783  0.70040  0.92914
H  -3.27701  1.33802  -0.60679
H  -1.84849  -2.68556  -0.45886
H  -2.41711  -2.39807  0.87670
H  -3.94936  -1.26623  -0.52499
H  -2.72049  -0.86740  -1.66177

Values from the calculation:
LUMO energy (spin up / spin down)	-0.0322 / -0.0322	Eh
energy relative to the best compared isomer or geometry (same formula, charge and spin)	176.7	kcal/mol
HOMO-LUMO gap (spin up / spin down)	0.245 / 0.246	Eh

***

The following is a quantum chemistry calculation of 2 unconnected molecules or ions with the total composition C2H4N2O, from OMol25.

Positions of all 9 atoms, in Å:
N  -1.18646  1.36785  0.16499
C  -1.25620  0.22255  0.11365
N  -1.30712  -1.08221  -0.02824
H  -0.41418  -1.50465  -0.26213
H  -1.85950  -1.59216  0.64526
C  1.50014  0.65150  -0.15769
O  1.47021  -0.54722  -0.18145
H  1.63901  1.22094  0.77216
H  1.41410  1.26341  -1.06654

Values from the calculation:
LUMO energy	0.0296	Eh
energy relative to the best compared isomer or geometry (same formula, charge and spin)	29.2	kcal/mol
HOMO-LUMO gap	0.405	Eh
SMILES string	N#CN.C=O

***

The following is a quantum chemistry calculation of a molecular structure, C28H34N4NiOPSe2Te2, from OMol25.

Positions of all 73 atoms, in Å:
Ni  0.53441  0.30244  -1.61189
C  0.74402  -2.58241  1.62672
C  0.17595  -1.62479  2.64733
C  -0.28830  -2.16632  3.84781
C  -0.75881  -1.36957  4.87881
C  -0.75930  0.00749  4.71882
C  -0.30498  0.56416  3.52912
C  0.15695  -0.22554  2.46779
P  0.77855  0.54443  0.86848
C  0.64039  2.33405  1.28274
C  1.80191  3.07766  1.49194
C  1.74630  4.43586  1.76200
C  0.51592  5.07126  1.82850
C  -0.64327  4.34300  1.61299
C  -0.60663  2.98006  1.32653
C  -1.91879  2.27247  1.06068
C  2.54547  0.14646  1.01412
C  3.17440  -0.21095  2.21226
C  4.47934  -0.67832  2.21508
C  5.14762  -0.81045  0.99599
C  4.53936  -0.43405  -0.18740
C  3.23733  0.10817  -0.21563
C  2.61014  0.62155  -1.43832
H  1.71526  -2.95482  1.96841
H  0.90038  -2.12732  0.65723
H  0.08027  -3.44214  1.49418
H  -0.26529  -3.24594  3.97142
H  -1.11077  -1.81867  5.80259
H  -1.10688  0.65420  5.51789
H  -0.30402  1.64133  3.43205
H  2.76309  2.58491  1.42974
H  2.66183  4.99674  1.90939
H  0.45960  6.13476  2.03019
H  -1.60621  4.84421  1.63829
H  -2.61197  2.40895  1.89597
H  -1.79827  1.20442  0.90143
H  -2.38083  2.68185  0.15733
H  2.62962  -0.15622  3.14861
H  4.96244  -0.95640  3.14375
H  6.16262  -1.19402  0.98081
H  5.07978  -0.52213  -1.12367
H  3.17034  0.36825  -2.32659
H  2.49616  1.70104  -1.38612
Se  0.64970  -0.06341  -4.18994
Te  1.87501  1.85996  -5.15225
Te  0.12194  3.76934  -4.31022
Se  0.02053  3.07389  -1.90587
C  -1.32875  -3.86934  -3.68036
N  -0.81967  -2.76639  -2.90076
C  0.22004  -2.83503  -2.05829
N  0.70865  -4.10151  -1.81066
O  0.70828  -1.86373  -1.46411
H  -2.16233  -3.50520  -4.27032
H  -1.68737  -4.67998  -3.04186
H  -0.58271  -4.26718  -4.37489
H  -1.12464  -1.83062  -3.12602
H  0.65072  -4.77358  -2.55782
H  1.59279  -4.07996  -1.33351
C  -4.52746  1.49485  -3.36416
C  -3.61604  0.67705  -2.50709
C  -3.86288  -0.31480  -1.57080
C  -2.59634  -0.67992  -1.07233
N  -1.64729  0.04325  -1.66264
N  -2.29285  0.83990  -2.52726
C  -2.28523  -1.69973  -0.02298
H  -5.56199  1.19990  -3.19408
H  -4.29607  1.36384  -4.42362
H  -4.42611  2.55785  -3.13414
H  -4.82349  -0.71763  -1.27668
H  -1.73036  1.54851  -2.99816
H  -3.21258  -2.08678  0.39958
H  -1.69353  -1.26698  0.78591
H  -1.71512  -2.53620  -0.43209

Values from the calculation:
LUMO energy (spin up / spin down)	0.0876 / 0.0874	Eh
energy relative to the best compared isomer or geometry (same formula, charge and spin)	5.7	kcal/mol
<S²>	2.0137
spin multiplicity	3
charge	-1
HOMO-LUMO gap (spin up / spin down)	0.200 / 0.208	Eh

***

The following is a quantum chemistry calculation of a molecular structure, C6H9N, from OMol25.

Positions of all 16 atoms, in Å:
C  -0.97131  0.78055  1.47060
N  -0.45665  0.36019  0.36960
C  0.80151  0.64246  -0.41071
C  1.03597  -0.79604  0.00741
C  -0.42364  -0.94947  -0.37537
C  -0.59146  -0.42585  -1.81939
C  0.22225  0.62998  -1.84286
H  -0.64826  1.73000  1.87864
H  -1.79749  0.23689  1.91134
H  0.56216  -0.38275  2.57248
H  1.41256  1.47995  -0.06741
H  0.92463  -0.67330  1.90238
H  1.83873  -1.42004  -0.38270
H  -1.06901  -1.74543  0.00240
H  -1.25454  -0.81266  -2.58350
H  0.41453  1.34554  -2.63291

Values from the calculation:
LUMO energy (spin up / spin down)	0.0345 / 0.0345	Eh
energy relative to the best compared isomer or geometry (same formula, charge and spin)	165.7	kcal/mol
HOMO-LUMO gap (spin up / spin down)	0.277 / 0.277	Eh